a) The following is a DFT calculation (ωB97M-V/def2-TZVPD) of a cluster of 3 separate species, C6H18N3 in total.

CARTESIAN COORDINATES (ANGSTROEM)
C1 2.1936 -1.8638 1.8118
C2 3.1297 -1.4586 -0.4972
C3 0.5981 -1.2320 -0.1510
C4 -3.1097 0.5134 1.0854
C5 -0.8457 1.0115 1.1176
C6 1.8395 -1.4050 0.3996
N1 -2.1523 1.7071 -0.7110
N2 -1.9361 1.0508 0.4674
N3 -0.5121 1.9546 -2.5855
H1 2.8639 -1.2009 2.4192
H2 1.3629 -2.1981 2.4330
H3 2.7500 -2.7899 1.7983
H4 2.8913 -1.1627 -1.5490
H5 3.5405 -2.4409 -0.5322
H6 3.8816 -0.8699 -0.1407
H7 -0.2561 -1.5371 0.3847
H8 -0.0065 1.4771 0.6502
H9 0.4235 -0.8193 -1.1598
H10 -2.9834 0.1611 2.1707
H11 -3.7606 1.3461 1.3351
H12 -3.6621 -0.2869 0.5030
H13 -0.7705 0.6605 2.0888
H14 -1.3438 1.9428 -1.4605
H15 -3.0612 1.7273 -1.1184
H16 -0.6031 2.7755 -3.1547
H17 0.4284 1.7420 -2.4111
H18 -0.8996 1.1955 -3.1937

Net charge: +1
Gap between HOMO and LUMO in Eh: 0.3248
LUMO energy in eV: -3.41

***

b) The following is a DFT calculation (ωB97M-V/def2-TZVPD) of a cluster of 2 separate species, C6H18N3 in total.

CARTESIAN COORDINATES (ANGSTROEM)
C1 -1.8294 -0.2145 1.4766
C2 -1.2319 0.8506 2.3796
C3 -1.5831 -0.8709 -0.8808
N1 -1.2702 -0.0721 0.0984
N2 -2.1659 -2.0630 -0.6425
N3 -1.4421 -0.4489 -2.1418
H1 -1.6967 -1.2324 1.8007
H2 -2.9050 -0.0351 1.3741
H3 -1.0997 1.7872 1.8675
H4 -0.3032 0.5443 2.8646
H5 -0.9015 0.8436 -0.1066
H6 -1.7623 -2.6919 0.0365
H7 -2.5230 -2.5067 -1.4752
H8 -1.1079 0.4907 -2.2961
H9 -1.2896 -1.0205 -2.9575
H10 -1.8924 0.9453 3.2336
C4 1.9907 0.6404 0.1213
C5 3.0482 -0.4587 -0.0493
C6 1.6983 1.4076 -1.1467
H11 1.0978 0.1493 0.5091
H12 2.2745 1.3464 0.8973
H13 2.7647 -1.4063 0.4084
H14 1.1442 2.3343 -0.9778
H15 2.5877 1.7375 -1.6880
H16 4.0385 -0.1986 0.3204
H17 3.1733 -0.6649 -1.1122
H18 1.1860 0.8072 -1.9134

Net charge: +1
Gap between HOMO and LUMO in Eh: 0.4160
LUMO energy in eV: -2.93

***

Which of them is the least stable? Correct choice: a).

***

a) The following is a DFT calculation (ωB97M-V/def2-TZVPD) of the molecule C4H7N5O2.

CARTESIAN COORDINATES (ANGSTROEM)
C1 0.2737 1.5874 0.8092
C2 0.0427 0.0657 0.7314
C3 -1.4534 -0.3097 1.0112
C4 0.4108 -0.5201 -0.6504
N1 0.2233 -1.9368 -0.7473
O1 0.1956 -2.6077 0.2896
O2 0.1222 -2.4128 -1.8632
N2 -0.2890 0.2529 -1.6576
N3 0.5859 0.9345 -2.1881
N4 1.8558 0.7150 -1.7196
N5 1.8464 -0.1832 -0.8843
H1 -0.3930 2.0945 0.1389
H2 1.2158 1.7895 0.2367
H3 0.0935 1.9177 1.7780
H4 0.6365 -0.4617 1.5834
H5 -2.2462 0.3378 0.4347
H6 -1.5579 0.0645 2.0190
H7 -1.5626 -1.3277 0.6784

Net charge: 0
Gap between HOMO and LUMO in Eh: 0.3522
LUMO energy in eV: -1.69
Structure (SMILES): CC(C)C1([N+](=O)[O-])N=NN=N1

***

b) The following is a DFT calculation (ωB97M-V/def2-TZVPD) of the molecule C4H7N5O2.

CARTESIAN COORDINATES (ANGSTROEM)
N1 1.6428 2.0598 -0.2339
C1 1.5478 0.5803 -0.3026
N2 2.2205 -0.3235 -1.0556
N3 1.9709 -1.5930 -0.7127
C2 1.2051 -1.3629 0.3936
N4 0.9837 -0.0784 0.7468
N5 -0.1766 0.3202 1.3854
C3 -1.2830 -0.3776 0.9133
C4 -2.1587 -0.0688 -0.3145
O1 -2.8068 -1.0205 -0.8398
O2 -2.3839 1.3255 -0.4412
H1 1.4574 2.4676 0.8503
H2 2.7826 2.5503 -0.0754
H3 0.6342 -2.1243 1.0813
H4 0.3101 -0.4529 2.1226
H5 -2.1862 -0.4043 1.8274
H6 -1.1661 -1.5128 0.7725
H7 -2.6615 1.7159 -1.3796

Net charge: 0
Gap between HOMO and LUMO in Eh: 0.3379
LUMO energy in eV: 0.05
Structure (SMILES): Nc1nncn1NCC(=O)O

***

Which of them is the least stable? Correct choice: b).

***

a) The following is a DFT calculation (ωB97M-V/def2-TZVPD) of a cluster of 14 separate species, C4H26BO21 in total.

CARTESIAN COORDINATES (ANGSTROEM)
O1 22.9127 -15.1579 -12.7043
C1 22.4702 -15.9366 -13.5240
O2 23.2268 -16.8356 -14.1925
B1 22.4309 -17.4371 -15.2590
O3 21.0396 -16.9691 -15.0873
C2 21.0245 -15.9354 -14.1562
O4 20.0604 -15.1954 -13.9144
O5 22.4702 -18.8802 -15.0567
C3 22.9458 -19.4854 -16.0984
O6 23.0413 -20.6886 -16.2032
C4 23.2788 -18.4229 -17.1150
O7 22.9646 -17.2538 -16.6074
O8 23.8771 -18.5765 -18.1879
O9 21.5952 -14.9100 -17.3183
H1 20.9586 -15.0209 -16.6121
H2 22.2720 -15.5618 -17.1359
O10 25.0959 -20.2880 -19.9064
H3 24.8636 -19.6392 -20.5708
H4 24.8323 -19.8879 -19.0777
O11 24.6992 -13.6977 -14.1239
H5 24.1423 -12.9857 -14.4391
H6 24.1418 -14.1892 -13.5206
O12 17.3907 -17.2403 -14.7811
H7 17.6662 -16.6550 -15.4866
H8 17.8101 -16.8854 -13.9973
O13 17.8200 -14.0339 -12.0086
H9 18.3559 -13.2434 -11.9434
H10 18.4074 -14.7440 -11.7496
O14 23.2377 -21.4147 -13.5396
H11 23.0649 -21.1674 -14.4480
H12 22.6687 -20.8440 -13.0231
O15 20.7548 -12.8205 -11.9054
H13 21.4154 -13.1875 -12.4928
H14 20.7243 -13.4299 -11.1679
O16 18.0696 -13.8223 -15.0295
H15 17.5761 -13.4320 -14.3081
H16 18.7740 -14.3097 -14.6023
O17 25.6961 -16.1557 -17.7560
H17 25.8278 -15.4105 -18.3422
H18 25.0738 -16.7175 -18.2180
O18 21.0156 -19.1802 -20.2952
H19 21.4832 -18.4619 -19.8690
H20 20.1268 -18.8475 -20.4198
O19 20.7485 -15.0476 -10.2624
H21 21.4201 -15.6975 -10.4697
H22 20.0783 -15.5384 -9.7868
O20 25.2931 -17.3050 -11.9490
H23 24.7642 -17.8770 -11.3928
H24 24.6807 -16.6368 -12.2570
O21 25.7225 -13.6841 -11.4420
H25 26.2267 -13.1714 -12.0738
H26 24.8174 -13.4003 -11.5704

Net charge: -1
Gap between HOMO and LUMO in Eh: 0.3508
LUMO energy in eV: 0.99

***

b) The following is a DFT calculation (ωB97M-V/def2-TZVPD) of a cluster of 14 separate species, C4H26BO21 in total.

CARTESIAN COORDINATES (ANGSTROEM)
O1 2.1480 -2.3501 2.5239
C1 1.8745 -1.3869 1.8973
O2 1.8031 -1.4176 0.6135
B1 1.0881 -0.1639 0.1966
O3 0.5685 0.3569 1.5381
C2 1.1504 -0.3100 2.4390
O4 0.9861 -0.0766 3.6134
O5 0.0132 -0.5330 -0.6949
C3 0.0103 0.2661 -1.6580
O6 -0.8811 0.4357 -2.5009
C4 1.2380 1.0087 -1.6158
O7 1.9416 0.7269 -0.5874
O8 1.4747 2.0030 -2.2741
O9 -0.2121 2.9505 0.3732
H1 0.2010 3.6990 0.7218
H2 -0.3076 2.4619 1.1809
O10 1.9816 -2.3511 5.5798
H3 1.2948 -2.9326 5.3943
H4 2.1356 -1.9709 4.7175
O11 -0.1802 3.8217 -3.7062
H5 -0.6933 3.5638 -2.9213
H6 0.6402 3.5935 -3.4153
O12 -1.7498 3.2373 -1.7657
H7 -2.4862 2.6381 -1.6703
H8 -1.2690 2.9754 -1.0037
O13 -1.7012 -0.3981 3.9943
H9 -0.7714 -0.4019 3.8010
H10 -2.1919 -0.1435 3.1629
O14 1.2833 -1.2023 -3.9086
H11 1.9534 -1.3004 -4.5098
H12 1.2194 -1.9974 -3.3659
O15 0.8871 0.1239 6.5564
H13 0.6415 1.0774 6.4170
H14 1.3796 -0.1984 5.8246
O16 -1.4761 -3.1684 -2.4823
H15 -1.8279 -2.2863 -2.4242
H16 -1.4358 -3.2855 -3.4516
O17 1.3483 -3.0020 -1.9687
H17 0.4497 -3.2375 -1.8293
H18 1.7919 -2.9859 -1.0971
O18 -0.8097 2.5393 3.1877
H19 -0.7917 1.7515 3.7134
H20 -0.6811 3.3234 3.6832
O19 -1.3312 -2.4775 0.5173
H21 -0.7723 -3.2512 0.4374
H22 -0.8850 -1.7717 0.0681
O20 -3.1341 -0.8526 -3.0235
H23 -2.6572 -1.2172 -3.7612
H24 -2.6223 -0.1770 -2.6173
O21 -0.1401 1.4140 -5.0063
H25 -0.1919 2.1612 -4.4229
H26 -0.3035 0.7182 -4.4700

Net charge: -1
Gap between HOMO and LUMO in Eh: 0.3392
LUMO energy in eV: 1.89

***

Which of them is the least stable? Correct choice: b).

***

a) The following is a DFT calculation (ωB97M-V/def2-TZVPD) of the molecule C17H23N3O3.

CARTESIAN COORDINATES (ANGSTROEM)
C1 -0.7633 0.3306 -3.6990
C2 0.7710 0.2720 -3.5577
C3 1.3831 -0.3287 -4.8464
C4 1.4125 1.6646 -3.2484
C5 0.6159 2.5385 -2.1958
N1 1.1981 3.9124 -2.2105
C6 0.9087 1.8251 -0.8731
O1 2.0091 1.3960 -0.4686
N2 -0.2101 1.8508 -0.0700
C7 -0.3638 1.3989 1.2700
C8 0.2303 -0.1191 1.3765
C9 -0.1302 -0.9133 2.6369
C10 0.4862 -0.8859 3.9136
N3 -0.0096 -1.8750 4.7035
C11 -0.8608 -2.6707 4.0128
C12 -1.3353 -3.9555 4.2238
C13 -2.2355 -4.5205 3.4061
C14 -2.3892 -3.9020 2.1597
C15 -1.7990 -2.6843 1.8095
C16 -1.0524 -2.0407 2.7980
C17 0.2464 2.5502 2.1540
O2 -0.2863 3.0564 3.1326
O3 1.4790 2.8970 1.8998
H1 -1.2095 -0.5605 -4.1074
H2 -1.0828 1.2268 -4.2925
H3 -1.1436 0.6159 -2.7264
H4 0.9873 -0.4525 -2.8150
H5 2.4483 -0.5007 -4.7616
H6 1.2148 0.1495 -5.8616
H7 1.0517 -1.3826 -4.8971
H8 2.4036 1.4432 -2.8022
H9 1.4082 2.1777 -4.1617
H10 -0.4485 2.6280 -2.3096
H11 0.6594 4.5367 -2.8498
H12 1.0379 4.2581 -1.2087
H13 -1.0386 2.2118 -0.4849
H14 -1.5056 1.4108 1.3590
H15 1.2816 -0.1036 1.2800
H16 -0.1745 -0.5806 0.4900
H17 1.2114 -0.1689 4.2761
H18 0.5721 -2.3875 5.3975
H19 -1.0716 -4.4788 5.1819
H20 -2.6215 -5.4815 3.5816
H21 -3.1493 -4.3637 1.4487
H22 -1.9546 -2.4105 0.8136
H23 1.8187 2.4162 1.1228

Net charge: 0
Gap between HOMO and LUMO in Eh: 0.3072
LUMO energy in eV: 0.31
Structure (SMILES): CC(C)C[C@H](N)C(=O)N[C@@H](Cc1c[nH]c2ccccc12)C(=O)O

***

b) The following is a DFT calculation (ωB97M-V/def2-TZVPD) of the molecule C17H23N3O3.

CARTESIAN COORDINATES (ANGSTROEM)
C1 4.6230 -0.6581 -0.8059
C2 4.0166 -0.8347 0.5896
C3 5.1273 -1.3246 1.4757
C4 3.3815 0.4851 1.1151
C5 2.3003 1.1617 0.2772
N1 1.4544 0.1629 -0.3305
C6 0.1832 0.4632 -0.6851
O1 -0.2939 1.5612 -0.6950
C7 -0.6997 -0.7040 -1.0166
N2 0.1191 -1.8265 -1.4582
C8 -1.5098 -1.2070 0.1891
C9 -2.5857 -0.3500 0.7259
C10 -2.4815 0.6389 1.6406
N3 -3.6384 1.3620 1.7706
C11 -4.5162 0.9095 0.7962
C12 -5.8173 1.3097 0.4289
C13 -6.4587 0.5893 -0.6087
C14 -5.7335 -0.3735 -1.3736
C15 -4.4599 -0.7656 -0.9347
C16 -3.8672 -0.0976 0.1102
C17 2.9146 2.1749 -0.7374
O2 4.1192 2.3986 -0.8590
O3 1.9897 2.7171 -1.5035
H1 5.3243 -1.5131 -1.0855
H2 5.1470 0.2862 -0.8482
H3 3.8402 -0.6087 -1.6027
H4 3.2682 -1.6229 0.5213
H5 4.8620 -1.3606 2.4989
H6 5.4994 -2.2875 1.2108
H7 5.9945 -0.5877 1.4477
H8 4.1779 1.2260 1.2731
H9 2.9689 0.2931 2.1221
H10 1.6430 1.8116 0.8936
H11 1.5927 -0.8575 -0.1895
H12 -1.3992 -0.2651 -1.7363
H13 0.3445 -1.7277 -2.4524
H14 -0.4016 -2.6880 -1.3173
H15 -0.8089 -1.4220 1.0126
H16 -1.8682 -2.1797 -0.1516
H17 -1.6671 0.8731 2.2570
H18 -3.9116 1.8432 2.6027
H19 -6.3871 1.9837 1.0527
H20 -7.4820 0.8505 -0.8091
H21 -6.1555 -0.8200 -2.2840
H22 -3.8895 -1.5978 -1.4586
H23 1.1409 2.5785 -1.0683

Net charge: 0
Gap between HOMO and LUMO in Eh: 0.3202
LUMO energy in eV: 0.57
Structure (SMILES): CC(C)C[C@H](NC(=O)[C@@H](N)Cc1c[nH]c2ccccc12)C(=O)O

***

Which of them is the least stable? Correct choice: a).

***

a) The following is a DFT calculation (ωB97M-V/def2-TZVPD) of a cluster of 2 separate species, C3H8S2 in total.

CARTESIAN COORDINATES (ANGSTROEM)
C1 1.4353 1.1641 -0.3486
C2 1.8912 0.4256 0.7424
H1 0.4034 1.3825 -0.4979
H2 2.2240 1.6724 -0.8680
H3 1.2710 0.3319 1.6489
H4 2.6647 -0.3205 0.6142
C3 -1.0463 -1.6612 -0.4954
S1 -2.6060 -0.5020 -0.5212
S2 -2.1376 1.0737 0.9316
H5 -0.7860 -1.9690 -1.5302
H6 -0.2293 -1.0868 -0.0051
H7 -1.2893 -2.5074 0.2931
H8 -1.7950 1.9968 0.0362

Net charge: 0
Gap between HOMO and LUMO in Eh: 0.3430
LUMO energy in eV: 0.13
Structure (SMILES): C=C.CSS

***

b) The following is a DFT calculation (ωB97M-V/def2-TZVPD) of a structure of composition C3H8S2.

CARTESIAN COORDINATES (ANGSTROEM)
C1 -0.0016 -1.1224 2.0172
C2 -0.5087 1.0142 0.3682
C3 0.4617 0.2981 -2.3197
H1 0.7753 -1.4144 2.7336
H2 -0.7719 -0.4179 2.4701
H3 -0.5328 -2.1481 1.5695
H4 -0.5480 1.8632 1.1234
H5 -1.4724 0.4000 0.3213
H6 0.4614 0.8709 -3.3227
H7 1.5886 -0.2791 -2.2733
H8 -0.3786 -0.6057 -2.3445
S1 0.8599 -0.0164 0.8952
S2 0.0675 1.5576 -1.2383

Net charge: 0
Gap between HOMO and LUMO in Eh: 0.3374
LUMO energy in eV: 0.88

***

Which of them is the least stable? Correct choice: a).